--- a ---
{"formula": "C6H8N3OS", "method": "ωB97M-V/def2-TZVPD", "e_homo_ha": -0.452, "total_charge": 1, "multiplicity": 1, "gap_ev": 8.5, "elements": ["C", "C", "C", "C", "C", "C", "N", "N", "N", "O", "S", "H", "H", "H", "H", "H", "H", "H", "H"], "coordinates": [[2.726, 1.328, 0.633], [3.731, 0.516, 0.261], [1.484, -0.250, -0.246], [-1.831, 0.122, -0.277], [-0.707, -1.468, 1.016], [0.350, -0.938, -0.718], [1.439, 0.845, 0.371], [-0.680, -0.018, -1.045], [-2.831, 0.891, -0.552], [-1.901, -0.842, 0.615], [3.058, -1.008, -0.280], [2.813, 2.384, 1.016], [4.799, 0.539, 0.545], [-0.821, -2.510, 1.120], [-0.049, -0.882, 1.649], [0.431, -1.865, -1.152], [-0.545, 0.629, -1.810], [-2.766, 1.550, -1.319], [-3.417, 1.264, 0.191]], "nbo_charge": [-0.056, -0.401, -0.012, 0.835, -0.017, -0.065, -0.451, -0.571, -0.734, -0.442, 0.414, 0.239, 0.270, 0.220, 0.219, 0.240, 0.428, 0.434, 0.450]}

***

--- b ---
{"formula": "C6H8N3OS", "method": "ωB97M-V/def2-TZVPD", "e_homo_ha": [-0.472, -0.412], "total_charge": 1, "multiplicity": 1, "gap_ev": [7.9, 6.7], "elements": ["C", "C", "C", "C", "C", "C", "N", "N", "N", "O", "S", "H", "H", "H", "H", "H", "H", "H", "H"], "coordinates": [[2.845, 1.308, 0.500], [3.774, 0.338, 0.273], [1.434, -0.226, -0.194], [-2.086, 0.174, -0.116], [-2.043, -2.032, 0.490], [0.221, -0.766, -0.560], [1.620, 0.971, 0.316], [-0.796, 0.117, -0.550], [-2.797, 1.291, -0.300], [-2.718, -0.845, 0.394], [3.016, -1.052, -0.350], [3.091, 2.393, 0.633], [4.869, 0.575, 0.383], [-1.755, -2.507, -0.490], [-2.577, -2.525, 1.316], [0.172, -1.788, -0.891], [-0.413, 1.005, -0.459], [-2.224, 2.177, -0.513], [-3.633, 1.393, 0.118]], "nbo_charge": [-0.014, -0.411, -0.037, 0.792, -0.053, -0.024, -0.462, -0.549, -0.731, -0.424, 0.483, 0.233, 0.282, 0.184, 0.206, 0.242, 0.429, 0.430, 0.424]}

***

a is preferred energetically. Next in line: 1.638 eV higher.

***

--- a ---
{"formula": "C20H24N2O3", "method": "ωB97M-V/def2-TZVPD", "smiles": "Cc1ccc(OCC(=O)Nc2ccc(CN3CCOCC3)cc2)cc1", "e_homo_ha": -0.291, "total_charge": 0, "multiplicity": 1, "gap_ev": 8.6, "elements": ["C", "C", "C", "C", "C", "C", "C", "H", "H", "O", "C", "C", "O", "N", "C", "C", "C", "C", "C", "C", "H", "H", "C", "N", "C", "C", "H", "O", "C", "C", "H", "H", "H", "H", "H", "H", "H", "H", "H", "H", "H", "H", "H", "H", "H", "H", "H", "H", "H"], "coordinates": [[-3.677, -5.764, 1.812], [-3.753, -4.280, 1.617], [-4.563, -3.737, 0.624], [-4.637, -2.374, 0.434], [-3.895, -1.513, 1.239], [-3.072, -2.040, 2.223], [-3.011, -3.413, 2.403], [-2.369, -3.809, 3.176], [-2.472, -1.403, 2.854], [-4.037, -0.170, 0.974], [-3.476, 0.743, 1.888], [-1.944, 0.836, 1.815], [-1.279, 1.153, 2.775], [-1.484, 0.554, 0.573], [-0.169, 0.527, 0.102], [0.932, 0.710, 0.933], [2.207, 0.664, 0.401], [2.421, 0.453, -0.956], [1.313, 0.258, -1.774], [0.034, 0.293, -1.256], [-0.817, 0.135, -1.905], [1.453, 0.074, -2.830], [3.818, 0.447, -1.533], [4.377, 1.719, -1.950], [4.739, 2.669, -0.917], [3.606, 3.637, -0.545], [3.977, 4.422, 0.117], [3.107, 4.296, -1.691], [2.625, 3.360, -2.631], [3.738, 2.394, -3.063], [3.345, 1.654, -3.760], [4.515, 2.978, -3.571], [2.272, 3.943, -3.484], [1.780, 2.802, -2.199], [2.788, 3.098, -0.045], [5.079, 2.131, -0.031], [5.577, 3.261, -1.309], [4.511, 0.030, -0.795], [3.836, -0.202, -2.415], [3.054, 0.794, 1.060], [0.783, 0.885, 1.985], [-2.194, 0.320, -0.112], [-3.769, 0.520, 2.920], [-3.888, 1.720, 1.615], [-5.270, -1.950, -0.330], [-5.148, -4.393, -0.004], [-3.039, -6.212, 1.049], [-3.261, -6.006, 2.787], [-4.664, -6.214, 1.728]], "nbo_charge": [-0.623, -0.045, -0.182, -0.277, 0.357, -0.321, -0.179, 0.211, 0.228, -0.521, -0.166, 0.653, -0.604, -0.602, 0.150, -0.254, -0.145, -0.074, -0.194, -0.243, 0.209, 0.211, -0.228, -0.441, -0.247, -0.093, 0.191, -0.529, -0.092, -0.247, 0.198, 0.197, 0.190, 0.169, 0.169, 0.199, 0.196, 0.202, 0.200, 0.203, 0.253, 0.413, 0.208, 0.220, 0.222, 0.210, 0.219, 0.215, 0.216]}

***

--- b ---
{"formula": "C20H24N2O3", "method": "ωB97M-V/def2-TZVPD", "smiles": "O=C(NCCCN1CCOCC1)[C@H]1Cc2c(ccc3ccccc23)O1", "e_homo_ha": -0.296, "total_charge": 0, "multiplicity": 1, "gap_ev": 8.5, "elements": ["O", "C", "N", "H", "C", "H", "H", "C", "H", "H", "C", "N", "C", "C", "H", "O", "C", "C", "H", "H", "H", "H", "H", "H", "H", "H", "H", "C", "H", "C", "C", "C", "C", "C", "C", "C", "C", "C", "C", "C", "H", "H", "H", "H", "H", "H", "O", "H", "H"], "coordinates": [[3.591, 0.906, 1.615], [3.317, 0.940, 0.434], [2.798, 2.005, -0.202], [2.542, 1.871, -1.171], [2.183, 3.101, 0.512], [2.184, 3.980, -0.137], [2.795, 3.299, 1.394], [0.757, 2.746, 0.952], [0.324, 3.584, 1.496], [0.820, 1.895, 1.631], [-0.137, 2.407, -0.240], [-1.501, 2.107, 0.163], [-2.419, 2.187, -0.963], [-3.843, 1.932, -0.472], [-4.547, 1.945, -1.306], [-3.960, 0.664, 0.127], [-3.064, 0.556, 1.208], [-1.620, 0.788, 0.768], [-0.971, 0.729, 1.642], [-1.326, -0.004, 0.057], [-3.183, -0.454, 1.606], [-3.327, 1.292, 1.983], [-4.117, 2.714, 0.252], [-2.360, 3.187, -1.398], [-2.168, 1.444, -1.741], [-0.174, 3.276, -0.904], [0.292, 1.562, -0.808], [3.542, -0.280, -0.488], [4.588, -0.301, -0.805], [3.095, -1.551, 0.257], [1.737, -1.763, -0.346], [1.619, -0.942, -1.445], [0.469, -0.918, -2.241], [-0.572, -1.735, -1.885], [-0.500, -2.582, -0.758], [-1.580, -3.408, -0.382], [-1.489, -4.230, 0.706], [-0.313, -4.266, 1.473], [0.752, -3.475, 1.146], [0.687, -2.613, 0.031], [1.657, -3.497, 1.734], [-0.259, -4.926, 2.327], [-2.322, -4.859, 0.984], [-2.484, -3.377, -0.973], [-1.481, -1.735, -2.469], [0.418, -0.270, -3.102], [2.725, -0.163, -1.657], [3.077, -1.366, 1.332], [3.751, -2.403, 0.059]], "nbo_charge": [-0.628, 0.653, -0.612, 0.412, -0.220, 0.196, 0.228, -0.413, 0.216, 0.210, -0.217, -0.442, -0.246, -0.073, 0.191, -0.524, -0.073, -0.262, 0.207, 0.181, 0.196, 0.165, 0.166, 0.201, 0.166, 0.191, 0.167, 0.011, 0.219, -0.464, -0.007, 0.277, -0.265, -0.156, -0.091, -0.161, -0.229, -0.216, -0.148, -0.074, 0.205, 0.214, 0.215, 0.212, 0.217, 0.228, -0.499, 0.256, 0.220]}

***

b is preferred energetically. Next in line: 0.759 eV higher.

***

--- a ---
{"formula": "C5H11N2O2S", "method": "ωB97M-V/def2-TZVPD", "e_homo_ha": -0.529, "total_charge": 1, "multiplicity": 1, "gap_ev": 9.6, "elements": ["C", "C", "C", "C", "C", "N", "N", "O", "O", "S", "H", "H", "H", "H", "H", "H", "H", "H", "H", "H", "H"], "coordinates": [[-0.582, 0.504, 2.053], [1.640, 1.969, -1.949], [-0.341, -0.506, 1.290], [2.147, -0.893, 0.032], [-2.855, -0.439, 0.044], [1.836, 1.093, -1.123], [1.750, 0.468, -0.167], [-1.074, -2.128, -0.661], [-0.516, 0.159, -1.224], [-1.159, -0.762, -0.301], [0.062, 0.646, 2.872], [-1.288, 1.280, 1.661], [0.698, 2.033, -2.436], [2.295, 2.734, -2.177], [0.416, -1.323, 1.540], [1.151, -1.355, -0.214], [2.475, -1.145, 1.099], [2.861, -1.133, -0.736], [-3.441, -1.004, -0.712], [-3.050, -0.731, 1.116], [-3.025, 0.534, -0.006]], "nbo_charge": [-0.324, -0.087, -0.506, -0.483, -0.869, 0.126, 0.106, -0.925, -0.999, 2.157, 0.232, 0.218, 0.273, 0.253, 0.244, 0.280, 0.269, 0.241, 0.288, 0.273, 0.234]}

***

--- b ---
{"formula": "C5H11N2O2S", "method": "ωB97M-V/def2-TZVPD", "e_homo_ha": -0.422, "total_charge": 1, "multiplicity": 1, "gap_ev": 8.5, "elements": ["C", "C", "C", "C", "C", "N", "N", "O", "O", "S", "H", "H", "H", "H", "H", "H", "H", "H", "H", "H", "H"], "coordinates": [[-2.486, 0.478, -0.153], [-0.495, 0.506, 1.308], [0.759, -0.250, 0.493], [2.012, 0.006, -0.066], [2.816, -1.053, -0.748], [-1.446, 1.080, 0.395], [-3.386, 1.178, -0.836], [0.284, -1.571, 0.389], [2.491, 1.272, 0.024], [-2.769, -1.227, -0.027], [-0.933, -0.277, 1.919], [-0.066, 1.294, 1.919], [-1.490, -1.565, 0.228], [3.645, -0.591, -1.281], [2.220, -1.599, -1.478], [3.237, -1.760, -0.030], [-1.292, 2.056, 0.169], [-3.340, 2.183, -0.916], [-4.178, 0.710, -1.248], [1.005, -2.180, 0.199], [3.413, 1.311, -0.260]], "nbo_charge": [0.375, -0.252, 0.167, 0.270, -0.699, -0.536, -0.737, -0.742, -0.664, 0.105, 0.243, 0.251, 0.217, 0.243, 0.242, 0.241, 0.422, 0.422, 0.435, 0.504, 0.493]}

***

b is preferred energetically. Next in line: 5.167 eV higher.

***

--- a ---
{"formula": "H3NOS2", "method": "ωB97M-V/def2-TZVPD", "e_homo_ha": -0.359, "total_charge": 0, "multiplicity": 1, "gap_ev": 9.1, "elements": ["N", "O", "S", "S", "H", "H", "H"], "coordinates": [[0.699, 0.725, -0.080], [-1.686, 0.182, -0.578], [-0.592, -1.299, 1.696], [-0.518, -0.417, -0.006], [0.415, 1.673, -0.255], [1.499, 0.623, 0.519], [0.185, -1.487, -1.297]], "nbo_charge": [-1.075, -0.914, -0.387, 1.532, 0.415, 0.411, 0.019]}

***

--- b ---
{"formula": "H3NOS2", "method": "ωB97M-V/def2-TZVPD", "e_homo_ha": [-0.349, -0.349], "total_charge": 0, "multiplicity": 1, "gap_ev": [7.9, 7.9], "elements": ["N", "O", "S", "S", "H", "H", "H"], "coordinates": [[-0.665, -0.695, -0.695], [0.528, 1.354, 0.507], [1.829, -1.343, 0.542], [-0.027, -0.766, 0.846], [0.105, -0.259, -1.226], [-1.534, -0.200, -0.616], [-0.238, 1.908, 0.642]], "nbo_charge": [-0.967, -0.929, -0.271, 0.918, 0.426, 0.387, 0.437]}

***

b is preferred energetically. Next in line: 0.174 eV higher.